Entry 1:
DFT (the ωB97M-V functional and the def2-TZVPD basis) results for a cluster of 2 separate species, C3H2N2O2 in total in a non-equilibrium geometry.

LUMO energy (alpha / beta) in eV: -1.205 / -1.205
HOMO energy (alpha / beta) in eV: -9.40 / -9.40
Energy above the lowest of the compared OMol25 structures with the same formula, charge and spin in eV: 4.218
Kohn-Sham gap (alpha / beta) in eV: 8.2 / 8.2
Strongest force on any atom in Eh/bohr: 0.0368
Charge: 0
Molecular weight in g mol⁻¹: 98.1

Atoms and positions in Å:
N (-1.02, 2.05, -0.30)
C (-0.09, 1.29, -0.23)
O (-0.82, -0.51, 0.50)
C (-0.06, -1.54, 0.34)
O (1.11, -1.56, -0.08)
C (1.25, 1.01, -0.36)
N (2.04, 0.12, -0.33)
H (-1.94, 1.66, -0.11)
H (-0.46, -2.54, 0.57)

Entry 2:
DFT (the ωB97M-V functional and the def2-TZVPD basis) results for the molecule C3H2N2O2 in a non-equilibrium geometry.

LUMO energy in eV: -0.147
HOMO energy in eV: -11.23
Energy above the lowest of the compared OMol25 structures with the same formula, charge and spin in eV: 1.286
Kohn-Sham gap in eV: 11.1
Structure (SMILES): [H]/N=C(/C#N)OC=O
Strongest force on any atom in Eh/bohr: 0.0260
Charge: 0
Molecular weight in g mol⁻¹: 98.1

Atoms and positions in Å:
H (2.11, 1.46, -0.10)
N (1.80, 0.92, 0.72)
C (0.70, 0.35, 0.49)
C (0.03, -0.50, 1.45)
N (-0.71, -1.23, 1.95)
O (0.01, 0.50, -0.71)
C (-1.04, -0.32, -1.12)
O (-1.53, -1.22, -0.53)
H (-1.37, -0.02, -2.12)

Entry 3:
DFT (the ωB97M-V functional and the def2-TZVPD basis) results for the molecule C3H2N2O2 in a non-equilibrium geometry.

LUMO energy in eV: -1.031
HOMO energy in eV: -10.84
Energy above the lowest of the compared OMol25 structures with the same formula, charge and spin in eV: 0.930
Kohn-Sham gap in eV: 9.8
Structure (SMILES): O=c1ncnco1
Strongest force on any atom in Eh/bohr: 0.1145
Charge: 0
Molecular weight in g mol⁻¹: 98.1

Atoms and positions in Å:
O (2.15, 1.47, 0.04)
C (1.08, 0.89, -0.17)
N (0.54, 0.22, -1.27)
C (-0.42, -0.71, -0.96)
N (-1.05, -0.95, 0.16)
C (-0.74, -0.09, 1.06)
O (0.20, 0.88, 0.99)
H (-0.53, -1.47, -1.79)
H (-1.23, -0.24, 1.96)

Entry 4:
DFT (the ωB97M-V functional and the def2-TZVPD basis) results for the molecule C3H2N2O2.

LUMO energy in eV: -0.304
HOMO energy in eV: -11.18
Energy above the lowest of the compared OMol25 structures with the same formula, charge and spin in eV: 1.688
Kohn-Sham gap in eV: 10.9
Structure (SMILES): O=Cc1ncno1
Strongest force on any atom in Eh/bohr: 0.0109
Charge: 0
Molecular weight in g mol⁻¹: 98.1

Atoms and positions in Å:
O (1.88, 1.11, -1.54)
C (1.40, 0.10, -1.11)
C (0.26, 0.07, -0.13)
N (-0.85, -0.58, -0.29)
C (-1.48, -0.31, 0.90)
N (-0.80, 0.43, 1.73)
O (0.37, 0.69, 1.04)
H (1.75, -0.91, -1.40)
H (-2.47, -0.67, 1.14)

Entry 5:
DFT (the ωB97M-V functional and the def2-TZVPD basis) results for the molecule C3H2N2O2S in a non-equilibrium geometry.

LUMO energy in eV: -1.021
HOMO energy in eV: -9.54
Energy above the lowest of the compared OMol25 structures with the same formula, charge and spin in eV: 2.823
Kohn-Sham gap in eV: 8.5
Structure (SMILES): O=C1N[C@H]2SN2C1=O
Strongest force on any atom in Eh/bohr: 0.0956
Charge: 0
Molecular weight in g mol⁻¹: 130.1

Atoms and positions in Å:
O (0.42, 2.26, -0.68)
C (0.31, 1.14, -0.27)
N (-0.93, 0.52, -0.30)
C (-0.84, -0.75, 0.25)
S (0.15, -2.04, -0.60)
N (0.46, -0.97, 0.79)
C (1.32, 0.12, 0.40)
O (2.50, 0.13, 0.55)
H (-1.73, 0.63, -0.88)
H (-1.65, -1.04, 0.73)

Entry 6:
DFT (the ωB97M-V functional and the def2-TZVPD basis) results for the molecule C3H2N2O2S.

LUMO energy in eV: -1.266
HOMO energy in eV: -9.88
Energy above the lowest of the compared OMol25 structures with the same formula, charge and spin in eV: 4.334
Kohn-Sham gap in eV: 8.6
Structure (SMILES): N#CC(=S)O/C=N/O
Strongest force on any atom in Eh/bohr: 0.0174
Charge: 0
Molecular weight in g mol⁻¹: 130.1

Atoms and positions in Å:
N (-0.25, 2.40, 0.27)
C (-0.51, 1.27, 0.19)
C (-0.96, -0.10, 0.12)
S (-2.45, -0.48, -0.35)
O (-0.09, -1.04, 0.56)
C (1.27, -0.85, 0.49)
N (1.78, -0.17, -0.44)
O (3.15, -0.10, -0.34)
H (1.81, -1.35, 1.27)
H (3.40, 0.49, -1.08)

Entry 7:
DFT (the ωB97M-V functional and the def2-TZVPD basis) results for the molecule C3H2N2O3 in a non-equilibrium geometry.

LUMO energy in eV: -0.680
HOMO energy in eV: -9.98
Energy above the lowest of the compared OMol25 structures with the same formula, charge and spin in eV: 5.321
Kohn-Sham gap in eV: 9.3
Structure (SMILES): O=C1N=COC=NO1
Strongest force on any atom in Eh/bohr: 0.1154
Charge: 0
Molecular weight in g mol⁻¹: 114.1

Atoms and positions in Å:
O (0.53, 2.25, -0.27)
C (0.41, 1.17, 0.17)
N (1.01, 0.31, 1.12)
C (0.76, -0.95, 0.92)
O (0.25, -1.79, -0.10)
C (-0.68, -1.35, -0.86)
N (-1.20, -0.20, -0.96)
O (-1.01, 0.75, 0.09)
H (1.21, -1.67, 1.52)
H (-1.01, -1.98, -1.81)

Entry 8:
DFT (the ωB97M-V functional and the def2-TZVPD basis) results for the molecule C3H2N2O3 in a non-equilibrium geometry.

LUMO energy in eV: -0.864
HOMO energy in eV: -10.64
Energy above the lowest of the compared OMol25 structures with the same formula, charge and spin in eV: 4.484
Kohn-Sham gap in eV: 9.8
Structure (SMILES): O=c1cnoc(O)n1
Strongest force on any atom in Eh/bohr: 0.1080
Charge: 0
Molecular weight in g mol⁻¹: 114.1

Atoms and positions in Å:
O (2.55, -0.94, -0.31)
C (1.39, -0.50, -0.05)
C (1.05, 0.88, 0.18)
N (-0.01, 1.57, -0.01)
O (-1.09, 0.76, -0.26)
C (-0.93, -0.59, 0.04)
O (-2.17, -1.05, -0.21)
N (0.14, -1.31, 0.33)
H (1.87, 1.51, 0.05)
H (-2.79, -0.34, 0.24)

Entry 9:
DFT (the ωB97M-V functional and the def2-TZVPD basis) results for the molecule C3H2N2O3 in a non-equilibrium geometry.

LUMO energy in eV: -0.850
HOMO energy in eV: -10.87
Energy above the lowest of the compared OMol25 structures with the same formula, charge and spin in eV: 0.266
Kohn-Sham gap in eV: 10.0
Structure (SMILES): O=C1NC(=O)C(=O)N1
Strongest force on any atom in Eh/bohr: 0.0923
Charge: 0
Molecular weight in g mol⁻¹: 114.1

Atoms and positions in Å:
O (2.54, -0.02, -0.11)
C (1.37, -0.03, -0.02)
N (0.52, -1.08, 0.16)
C (-0.82, -0.72, 0.04)
O (-1.82, -1.43, -0.09)
C (-0.75, 0.78, 0.09)
O (-1.75, 1.48, -0.06)
N (0.56, 1.04, 0.02)
H (0.79, -2.03, -0.02)
H (1.02, 1.95, 0.22)

Entry 10:
DFT (the ωB97M-V functional and the def2-TZVPD basis) results for the molecule C3H2N2OS in a non-equilibrium geometry.

LUMO energy in eV: -1.562
HOMO energy in eV: -9.47
Energy above the lowest of the compared OMol25 structures with the same formula, charge and spin in eV: 0.693
Kohn-Sham gap in eV: 7.9
Structure (SMILES): [H]/N=C1\N=COC1=S
Strongest force on any atom in Eh/bohr: 0.0572
Charge: 0
Molecular weight in g mol⁻¹: 114.1

Atoms and positions in Å:
H (-1.40, 2.57, -0.02)
N (-0.51, 2.09, 0.02)
C (-0.67, 0.81, 0.03)
N (-1.83, 0.10, -0.06)
C (-1.56, -1.15, 0.01)
O (-0.26, -1.44, 0.00)
C (0.44, -0.24, -0.01)
S (2.05, -0.06, 0.00)
H (-2.24, -1.96, 0.18)

Entry 11:
DFT (the ωB97M-V functional and the def2-TZVPD basis) results for the molecule C3H2N2OS in a non-equilibrium geometry.

LUMO energy in eV: -1.184
HOMO energy in eV: -9.10
Energy above the lowest of the compared OMol25 structures with the same formula, charge and spin in eV: 2.296
Kohn-Sham gap in eV: 7.9
Structure (SMILES): S=c1cnocn1
Strongest force on any atom in Eh/bohr: 0.0583
Charge: 0
Molecular weight in g mol⁻¹: 114.1

Atoms and positions in Å:
S (2.66, -0.06, -0.06)
C (1.04, -0.09, 0.08)
C (0.33, 1.17, 0.07)
N (-0.98, 1.24, -0.01)
O (-1.57, -0.01, -0.10)
C (-0.90, -1.17, -0.06)
N (0.35, -1.32, 0.08)
H (0.82, 2.18, -0.01)
H (-1.75, -1.94, 0.02)

Entry 12:
DFT (the ωB97M-V functional and the def2-TZVPD basis) results for the ion C3H2N2OS2 with charge -2 in a non-equilibrium geometry.

LUMO energy (alpha / beta) in eV: 5.667 / 5.571
HOMO energy (alpha / beta) in eV: 1.19 / -0.12
Spin multiplicity: 3
<S²>: 2.02
Kohn-Sham gap (alpha / beta) in eV: 4.5 / 5.7
Strongest force on any atom in Eh/bohr: 0.0216
Charge: -2
Molecular weight in g mol⁻¹: 146.2

Atoms and positions in Å:
C (1.20, -0.49, 0.00)
C (1.69, 0.75, -0.03)
C (-0.17, -0.92, 0.00)
N (-1.21, -0.05, 0.03)
N (-1.23, 1.30, 0.07)
O (-0.47, -2.14, -0.02)
S (3.17, 1.48, -0.01)
S (-2.74, 1.95, -0.03)
H (1.88, -1.36, -0.01)
H (-2.12, -0.52, -0.01)